C21H21NO2 | ωB97M-V/def2-TZVPD

Output
* energy above the lowest of the compared OMol25 structures with the same formula, charge and spin: 1.637 eV
* E_LUMO: 0.65 eV
* gap between HOMO and LUMO: 9.128 eV

Each line ends with the Mulliken charge.
Atoms and positions in Å:
C -0.049 1.657 1.071  0.347
C 0.324 -5.867 -1.156  -1.434
H -1.877 -3.823 -0.006  0.283
O 0.153 7.856 2.807  -0.554
H 0.244 2.066 -1.045  0.325
H 0.738 6.451 0.606  0.311
H -0.456 6.138 4.770  0.366
C -0.178 0.333 1.300  -0.045
H 0.755 4.427 -0.837  0.321
H 1.156 -6.655 -3.657  0.434
C -0.776 -3.986 -2.556  -1.544
H 1.376 -4.491 -2.464  0.221
C 0.013 2.277 2.359  0.900
H 0.906 0.137 -1.144  0.476
C 0.119 6.490 2.665  0.719
H 0.579 -5.268 -0.256  0.307
N -0.145 1.421 3.297  -0.761
C 0.852 3.748 0.062  -1.069
H 0.629 -1.715 -2.787  0.506
H -0.858 -3.551 -3.563  0.448
C -1.228 -2.947 -0.257  -0.506
C -0.627 -2.894 -1.539  0.849
C 0.447 -5.853 -3.710  -1.676
C 0.294 -0.728 -0.917  -0.847
H -0.536 -6.292 -3.839  0.351
H -1.132 2.940 -0.219  0.237
C -1.071 -1.898 0.642  -0.734
H -1.589 -1.915 1.612  0.414
C -0.178 4.326 3.696  -0.937
H -0.692 -6.229 -1.043  0.306
C 0.395 -4.976 -2.471  0.941
C 0.484 4.467 1.372  -0.005
C -0.085 2.560 -0.140  -0.461
H 0.539 8.273 2.045  0.284
H -0.358 3.761 4.581  0.490
C -0.321 -0.762 0.291  0.527
C 0.499 5.863 1.477  -0.264
O -0.229 0.144 2.641  -0.290
H 1.867 3.352 0.105  0.353
C 0.153 -1.773 -1.854  -0.627
H 0.636 -5.258 -4.596  0.383
C 0.137 3.714 2.490  0.252
H -1.699 -4.518 -2.375  0.473
C -0.185 5.715 3.783  -0.527
H 0.979 -6.717 -1.240  0.459